Entry 1:
DFT (wB97M-V/def2-TZVPD) results for a molecular structure, C27H65IN4O16PS in a non-equilibrium geometry.

The geometry in XYZ format:
```
115
Properties=species:S:1:pos:R:3:forces:R:3
C -0.5181 0.9652 -6.0838 -0.095 0.137 0.263
C -1.4861 1.6550 -5.1327 0.116 0.178 0.239
C -0.7772 2.5924 -4.1863 0.004 0.344 -0.419
O 0.3484 2.9690 -4.3186 0.281 -0.184 0.307
O -1.5686 3.0255 -3.1472 -0.404 -0.747 0.092
C -1.0213 2.7664 -1.8516 0.466 0.316 -0.430
C -0.8303 1.2608 -1.6297 -0.487 1.125 -0.574
N -0.8339 0.9804 -0.1869 0.146 -1.080 -0.430
C -2.1157 0.8235 0.3096 -0.068 0.539 0.101
N -2.6651 1.7488 1.0457 -0.572 -0.370 1.655
N -2.0495 2.9305 1.3770 0.607 0.890 -2.690
C -2.8423 3.9451 1.5363 -0.510 -0.291 0.793
C -2.4999 5.2533 0.9107 0.424 0.410 0.853
C -4.0783 3.8813 2.3858 0.048 -0.645 -1.214
N -2.8561 -0.3224 0.1334 1.425 -0.385 0.920
C -2.2325 -1.5212 -0.4936 -0.172 0.094 0.292
I -3.1210 -1.7103 -2.4600 -0.061 0.002 -0.034
P -2.9315 -2.9764 0.4062 -0.615 -1.303 -0.771
O -2.7066 -4.2585 -0.2501 0.307 -0.063 0.087
O -2.3467 -2.8448 1.8769 0.021 0.496 -0.141
O -4.4861 -2.6610 0.5626 0.321 0.408 0.181
C -0.6652 -1.5743 -0.3723 -0.009 1.110 -0.083
S 0.2726 -2.3204 -1.7468 0.667 -2.178 -0.501
C 0.3006 -1.3988 -3.2653 0.041 0.488 -0.371
O 1.6407 -2.5120 -1.3314 0.034 1.065 0.364
O -0.3885 -3.5660 -2.0226 -0.830 0.435 -0.043
C -0.1310 -0.2489 0.2593 -0.019 -0.314 0.412
C 1.3872 -0.1107 0.3974 0.079 0.043 -0.064
C 2.1725 0.5386 -0.7354 0.234 0.474 0.118
C 3.6886 0.4528 -0.5227 -0.311 0.295 -0.206
C 4.1920 1.2008 0.7273 -0.036 -0.201 -0.453
C 5.0656 0.3718 1.6663 -0.176 0.185 0.174
O 5.9362 -0.5324 0.9649 -0.425 -0.141 -0.299
C 5.8911 -1.8136 1.4593 0.398 -0.129 0.491
C 4.9322 -2.7898 0.8429 -0.387 0.009 -0.251
O 6.6269 -2.1421 2.3467 -0.044 0.095 -0.096
H 0.2227 0.4090 -5.5094 0.039 -0.088 -0.103
H 0.0279 1.7005 -6.6691 -0.039 -0.034 -0.119
H -1.0554 0.2819 -6.7374 0.065 0.002 -0.084
H -2.2336 2.2511 -5.6623 -0.090 -0.082 0.004
H -2.0319 0.9465 -4.5024 -0.139 -0.042 -0.152
H -0.0513 3.2625 -1.7951 -0.076 0.145 0.371
H -1.7243 3.1840 -1.1397 0.062 0.067 0.053
H -1.6417 0.7733 -2.1826 -0.029 -0.250 0.248
H 0.1042 0.9873 -2.1046 0.139 -0.266 0.390
H -3.6011 1.5649 1.4131 -0.068 0.030 -0.187
H -3.3527 5.9261 0.9790 -0.043 -0.033 0.049
H -2.2228 5.1400 -0.1340 0.166 -0.132 0.045
H -1.6822 5.7333 1.4569 0.104 0.023 -0.179
H -4.0520 2.9510 2.9490 -0.239 0.198 0.373
H -4.0555 4.7483 3.0424 -0.118 -0.101 0.163
H -4.9890 3.9120 1.7812 -0.113 0.202 0.175
H -3.1972 -0.5835 1.0557 -0.756 0.034 -0.262
H -2.1794 -3.7313 2.2325 0.026 0.045 0.146
H -4.9491 -3.1619 -0.1256 -0.214 0.074 0.072
H -0.4381 -2.3134 0.4010 0.181 -0.265 -0.284
H -0.5337 -0.7239 -3.4131 -0.111 -0.093 0.128
H 0.2501 -2.1706 -4.0331 -0.056 -0.120 0.103
H 1.2391 -0.8634 -3.3916 0.056 -0.015 0.239
H -0.4677 -0.3512 1.2982 0.043 -0.024 0.022
H 1.5642 0.4765 1.2999 -0.111 0.085 -0.016
H 1.7820 -1.1037 0.6209 0.004 -0.046 -0.143
H 1.9625 0.1332 -1.7226 -0.092 -0.234 0.089
H 1.9074 1.6021 -0.7802 -0.100 -0.018 -0.017
H 3.9800 -0.5927 -0.5421 0.140 0.013 0.074
H 4.1388 0.9221 -1.3972 0.141 -0.204 -0.054
H 4.7216 2.0941 0.3982 0.134 -0.033 0.075
H 3.3238 1.5613 1.2834 0.162 0.068 0.247
H 4.4274 -0.1914 2.3540 0.041 -0.101 -0.019
H 5.6897 1.0313 2.2689 0.002 -0.053 0.091
H 5.4513 -3.3915 0.0958 0.115 0.074 -0.002
H 4.0810 -2.3290 0.3483 0.050 0.092 -0.014
H 4.5620 -3.4707 1.6051 0.155 -0.010 0.093
C -8.1622 2.8441 2.8449 0.086 0.112 -0.006
O -7.2883 3.9572 2.6449 0.058 -0.092 -0.101
H -7.5983 2.0694 3.3622 0.062 0.048 0.013
H -9.0165 3.1372 3.4531 -0.050 -0.115 -0.004
H -8.5171 2.4583 1.8884 -0.079 -0.073 0.055
H -7.7994 4.6344 2.1910 -0.016 0.032 0.062
C -3.1652 -8.1173 -1.1201 0.023 0.224 0.080
O -4.3999 -7.4100 -1.1539 -0.011 -0.052 0.013
H -3.2744 -9.0332 -1.6948 -0.119 0.017 -0.014
H -2.3666 -7.5168 -1.5632 0.073 -0.077 0.021
H -2.8971 -8.3763 -0.0923 0.087 -0.075 -0.039
H -4.2716 -6.6056 -0.6431 0.015 0.040 -0.067
C 10.1695 -0.6684 2.3919 -0.392 -0.113 0.170
O 9.2602 -1.3198 3.2683 0.069 0.189 -0.032
H 11.1599 -0.7210 2.8281 0.006 -0.035 0.010
H 10.1901 -1.1625 1.4152 0.102 0.065 -0.034
H 9.8968 0.3850 2.2583 0.095 0.016 -0.077
H 8.3784 -1.2740 2.8796 0.017 -0.191 0.092
C -11.7990 2.4809 2.0308 -0.011 0.149 -0.065
O -10.9477 3.6042 1.8169 -0.051 0.017 -0.061
H -11.2152 1.7229 2.5485 0.017 0.009 0.006
H -12.6573 2.7492 2.6499 -0.005 -0.063 0.025
H -12.1538 2.0687 1.0836 -0.008 -0.060 0.026
H -11.4603 4.2771 1.3602 0.011 0.021 0.018
C 13.2546 -1.5038 0.2724 -0.038 0.151 0.020
O 13.0085 -0.5166 1.2664 0.141 -0.017 -0.148
H 13.4628 -2.4383 0.7869 -0.004 0.003 0.020
H 12.3822 -1.6422 -0.3728 0.020 -0.066 -0.016
H 14.1174 -1.2399 -0.3446 0.010 -0.066 -0.018
H 12.8245 0.3118 0.8154 0.020 0.038 0.060
C -3.9223 2.5376 6.0791 0.124 0.063 -0.017
O -3.0115 3.3827 5.3773 -0.023 -0.168 -0.098
H -4.9203 2.9442 5.9353 0.004 0.021 -0.009
H -3.8948 1.5152 5.6904 -0.053 -0.020 0.033
H -3.6987 2.5190 7.1470 -0.062 -0.021 0.015
H -2.1277 3.0276 5.5079 0.038 0.112 0.054
C 3.5189 -3.8311 -5.1502 -0.068 0.038 0.119
O 3.2452 -2.6540 -4.3939 -0.100 0.112 -0.117
H 4.2346 -3.5609 -5.9219 0.004 0.025 0.004
H 3.9542 -4.6101 -4.5208 0.015 -0.031 -0.045
H 2.6142 -4.2166 -5.6271 0.033 -0.038 -0.035
H 2.6133 -2.8804 -3.7075 0.132 -0.140 0.206
```
Positions in Å, forces in eV/Å.

## Properties
E_HOMO in eV: -10.5
Electronic energy in eV: -95987.9541
Total charge: +1
Maximum force in eV/A: 2.9

Results of the Mulliken charge analysis, in e, for atoms 1 through 2: atom 1 (C): -1.074, atom 2 (C): 0.035

Entry 2:
DFT (wB97M-V/def2-TZVPD) results for 9 unconnected molecules or ions with the total composition C27H66F3N10O13S in a non-equilibrium geometry.

The geometry in XYZ format:
```
120
Properties=species:S:1:pos:R:3:forces:R:3
C 0.9111 -0.4802 -1.5232 1.764 0.932 1.820
F 1.5178 -0.4125 -2.7102 -0.334 0.583 -0.239
F -0.0818 0.3943 -1.3844 -0.601 0.048 -0.962
F 0.4478 -1.7059 -1.4249 -0.546 -0.675 0.348
S 2.1479 -0.0004 -0.1305 3.435 1.778 1.421
O 2.8421 1.2684 -0.5413 -2.191 -1.723 -0.224
O 1.4944 0.1038 1.1670 -1.393 0.249 -1.037
O 3.1035 -1.0835 -0.0846 0.019 -1.166 -1.088
C 8.7946 1.0110 -0.2878 0.030 -1.938 -0.042
C 8.8704 0.0103 0.9387 -1.420 0.748 -1.167
O 8.2761 -1.2729 0.6161 1.846 -0.065 0.769
O 8.2179 2.2647 -0.0449 0.638 0.417 0.154
H 8.2905 0.4634 -1.0841 -0.706 -0.053 0.071
H 9.7740 1.0594 -0.7638 0.319 0.966 0.476
H 8.4123 0.5241 1.7838 -0.602 -0.176 0.075
H 9.8968 -0.1166 1.2829 0.002 -0.714 -0.454
H 7.3820 -1.3679 0.2797 -0.163 1.148 0.167
H 7.2587 2.2262 -0.0468 -0.048 -0.347 -0.050
C 2.7868 -7.2110 -0.2114 -1.390 0.850 0.701
C 2.0432 -8.0999 0.8421 2.017 -0.813 -0.574
O 1.0469 -8.9037 0.2018 0.624 0.612 -0.095
O 3.2709 -7.8538 -1.3501 -0.291 -1.124 -0.004
H 3.6520 -6.6162 0.0815 -0.537 0.177 0.979
H 1.9209 -6.5921 -0.4465 0.259 1.044 -0.750
H 1.5678 -7.5257 1.6373 0.447 0.232 0.041
H 2.8167 -8.7805 1.1979 -0.388 -0.289 0.634
H 0.5159 -8.2312 -0.2312 -0.689 -0.204 -0.366
H 2.7650 -8.6696 -1.3650 -0.067 -0.460 -0.599
C 3.4851 6.6892 3.2737 -1.471 0.279 6.498
O 2.7697 7.4443 3.9551 0.993 0.022 0.281
N 3.3005 6.6059 2.0438 -0.711 0.260 -7.095
N 4.3363 5.7968 3.8113 1.529 -1.201 1.249
H 2.6358 7.3061 1.7470 0.062 -0.455 -0.662
H 3.5615 5.8054 1.4861 -0.165 0.388 -0.050
H 4.1679 5.4737 4.7533 0.013 0.442 -0.183
H 4.8879 5.1631 3.2507 -0.274 0.220 -0.052
C 6.5049 -3.8118 -5.3113 2.044 -3.185 -2.943
O 7.0891 -4.6881 -6.0321 -1.083 2.338 1.996
N 5.3119 -3.9553 -4.7974 -3.591 -1.533 1.403
N 6.9342 -2.5971 -5.0207 1.709 0.779 -0.453
H 4.9954 -3.2551 -4.1419 -0.250 -0.537 0.003
H 4.9085 -4.8755 -4.6941 0.111 0.211 -0.194
H 7.8816 -2.4518 -5.3392 -0.336 1.083 0.430
H 6.2492 -2.0474 -4.5222 1.358 0.857 -0.188
C -2.5148 -7.1814 -4.5606 -0.934 -1.492 1.662
O -2.6012 -7.3112 -3.3371 0.122 0.648 -0.962
N -3.2501 -7.8193 -5.4431 -2.026 -2.445 -0.081
N -1.7447 -6.3889 -5.2522 3.552 3.586 0.920
H -4.0380 -8.2310 -4.9636 -0.275 -0.652 -1.344
H -3.0090 -7.6092 -6.4011 -1.520 -0.745 0.173
H -1.6041 -5.5899 -4.6506 1.207 0.549 -0.953
H -1.6195 -6.4230 -6.2539 -0.105 0.549 0.613
C 3.3336 -1.8152 7.0555 3.976 -1.949 2.706
O 4.0797 -2.4474 7.8276 -0.873 0.510 -0.126
N 3.6596 -1.6040 5.8240 0.878 0.257 -4.400
N 2.2755 -1.1590 7.4174 -2.582 0.796 1.637
H 2.9707 -1.1344 5.2539 0.821 0.112 -0.427
H 4.6377 -1.6128 5.5720 -0.455 -0.311 -0.220
H 1.6506 -0.9132 6.6630 -0.568 0.360 1.097
H 2.1477 -1.2485 8.4153 -1.205 0.229 -0.341
C -3.5900 7.1023 -4.5944 -0.278 1.126 -1.032
C -2.0824 6.9219 -4.8278 -0.194 0.571 -0.929
C -1.8074 5.6081 -5.6268 -0.022 0.095 -0.855
C -1.9509 5.7558 -7.1422 2.155 1.682 -0.012
C -0.9987 6.8951 -7.5922 -0.890 0.734 -0.791
C -1.2486 8.3355 -6.9782 -1.244 -1.959 -0.425
N -1.4145 8.1609 -5.5041 1.203 -3.561 -2.932
O -1.5082 9.3586 -4.9034 -0.701 1.470 1.676
C -0.0291 9.2000 -7.4557 -1.383 0.378 0.542
C -2.6222 8.8622 -7.6435 1.211 -0.870 -0.111
C -1.4376 6.8510 -3.4821 0.322 0.385 1.362
H -4.1420 7.1694 -5.5319 0.045 -0.782 -0.355
H -3.8060 8.1192 -4.2667 0.279 -0.015 0.863
H -4.0448 6.3549 -3.9443 0.186 0.073 0.013
H -0.8258 5.2513 -5.3148 0.360 0.162 -0.523
H -2.4221 4.7150 -5.5138 -0.721 0.431 1.531
H -2.9524 6.0024 -7.4948 -0.157 -0.262 0.356
H -1.5904 4.8590 -7.6461 -0.312 -0.188 0.040
H -1.1609 7.0515 -8.6587 -0.065 0.020 -0.312
H 0.0514 6.6031 -7.5768 0.056 -0.041 0.735
H -0.0981 10.1685 -6.9604 0.371 0.031 0.157
H 0.9615 8.7550 -7.3608 -0.204 -0.162 0.472
H -0.1590 9.4281 -8.5136 -0.148 -0.196 -0.101
H -2.4894 8.8623 -8.7253 0.327 0.833 -0.158
H -3.4064 8.1057 -7.6133 -0.054 -0.070 0.872
H -2.9977 9.8054 -7.2466 0.202 -0.028 -0.087
H -1.7442 5.9495 -2.9518 -0.206 0.152 0.181
H -1.7310 7.7530 -2.9451 -0.479 -0.208 0.452
H -0.3539 6.9136 -3.3826 0.238 -0.394 -0.888
H -0.7388 9.3462 -4.3295 0.106 0.589 0.263
C -4.4174 -1.8515 7.5126 1.790 -0.213 -0.064
C -5.4558 -2.9386 7.4213 -1.471 -0.310 -1.315
C -6.5754 -2.4018 6.4884 0.390 1.994 -0.912
C -6.1335 -2.1391 5.0544 0.732 -2.739 -0.943
C -5.5718 -3.5844 4.5391 0.167 1.754 -0.332
C -4.5775 -4.4374 5.4813 -1.233 1.585 -1.474
N -5.0052 -4.2569 6.8794 -1.078 -0.478 -0.515
O -4.0007 -4.8516 7.6665 -0.333 0.652 0.356
C -4.7057 -5.9048 5.0282 -0.211 0.402 -0.020
C -3.1364 -3.9184 5.2182 0.774 0.673 0.573
C -6.1526 -3.1606 8.7392 -0.418 -0.138 0.093
H -4.6562 -0.9360 8.0539 -0.597 -0.176 -0.055
H -4.0339 -1.5834 6.5282 -0.195 0.161 -0.057
H -3.5391 -2.2376 8.0299 0.184 -0.069 0.274
H -7.5367 -2.9145 6.5231 0.266 -0.376 0.124
H -6.7375 -1.3558 6.7482 -0.520 -0.047 1.200
H -5.5334 -1.2479 4.8711 1.233 -0.438 0.798
H -6.9089 -1.7764 4.3797 -0.897 -0.900 0.142
H -5.0751 -3.3867 3.5892 0.426 -0.214 -0.005
H -6.4559 -4.1261 4.2029 -0.081 -0.403 0.657
H -5.7438 -6.1980 4.8714 -0.124 0.126 0.340
H -4.2546 -5.9610 4.0375 0.278 -0.228 0.072
H -4.2517 -6.6098 5.7245 0.199 0.149 -0.102
H -2.3658 -4.5919 4.8432 -0.559 -0.504 -0.324
H -3.0712 -3.0142 4.6130 -0.393 -0.105 -0.279
H -2.6436 -3.5808 6.1300 -0.031 0.153 0.270
H -6.9388 -3.9093 8.6418 0.310 -0.404 -0.081
H -6.7351 -2.2527 8.8959 0.407 0.250 0.738
H -5.4673 -3.4376 9.5403 -0.181 0.242 0.113
H -3.3155 -4.2157 7.4482 1.175 -0.401 0.721
```
Positions in Å, forces in eV/Å.

## Properties
E_HOMO in eV: -6.1
Electronic energy in eV: -89571.5653
Total charge: -1
Maximum force in eV/A: 7.1

Results of the Mulliken charge analysis, in e, for atoms 1 through 2: atom 1 (C): 0.589, atom 2 (F): -0.216